This record from the Open Molecules 2025 dataset describes a 11-piece molecular cluster, C66H122O8 overall in a non-equilibrium geometry. The level of theory is ωB97M-V/def2-TZVPD.

```
! wB97M-V def2-TZVPD RIJCOSX def2/J DEFGRID3
* xyz 0 1
O -11.117 6.983 -30.215
O -21.178 4.422 -26.502
O -16.471 8.447 -30.413
O -9.179 0.249 -27.802
O -9.418 5.785 -28.072
O -8.669 5.362 -24.473
O -17.153 8.167 -27.338
O -9.365 0.899 -21.151
C -16.578 -0.367 -31.123
C -8.384 4.221 -22.461
C -14.002 2.907 -28.092
C -13.751 1.518 -22.325
C -9.721 2.000 -23.263
C -24.287 0.469 -24.004
C -15.278 3.457 -35.017
C -17.397 0.069 -22.911
C -17.520 0.090 -20.374
C -12.342 5.009 -20.882
C -11.940 5.654 -22.156
C -12.270 -2.696 -20.853
C -9.689 3.147 -24.119
C -18.706 2.221 -25.991
C -13.716 6.101 -26.272
C -8.375 2.342 -27.297
C -23.149 0.705 -26.239
C -14.215 8.620 -31.285
C -13.378 1.104 -20.900
C -14.836 3.073 -29.351
C -9.267 1.631 -28.012
C -13.376 -0.415 -20.759
C -17.033 3.952 -30.243
C -12.888 8.273 -31.242
C -18.752 1.703 -33.564
C -9.341 4.415 -28.173
C -16.205 3.525 -29.053
C -22.038 0.984 -28.418
C -18.073 7.117 -27.086
C -12.313 2.360 -32.584
C -15.282 3.322 -36.574
C -23.740 -0.288 -25.230
C -21.354 0.461 -29.670
C -18.430 0.973 -32.269
C -13.803 2.711 -32.990
C -12.996 6.297 -22.970
C -12.477 7.298 -30.363
C -16.993 0.513 -32.277
C -8.458 3.728 -27.383
C -13.244 7.369 -25.406
C -18.279 6.588 -25.811
C -13.560 2.235 -25.670
C -13.960 2.922 -34.472
C -18.558 0.889 -34.852
C -14.631 2.382 -26.801
C -13.413 6.588 -29.597
C -19.247 1.569 -35.984
C -20.111 5.294 -26.733
C -19.327 5.692 -25.639
C -17.337 0.838 -24.264
C -8.551 3.137 -21.564
C -10.211 2.268 -28.832
C -12.658 -3.008 -19.425
C -11.778 1.044 -33.139
C -22.531 -0.036 -27.417
C -18.697 1.427 -24.678
C -12.370 6.925 -24.210
C -10.258 3.646 -28.929
C -15.158 8.055 -30.432
C -12.081 -1.180 -21.242
C -8.913 4.245 -23.750
C -17.474 0.871 -21.709
C -18.845 6.720 -28.132
C -14.751 7.033 -29.595
C -9.184 2.027 -22.012
C -19.804 5.679 -27.956
H -17.535 0.709 -35.089
H -18.614 1.590 -26.883
H -16.345 1.367 -32.354
H -8.998 5.299 -25.428
H -13.180 5.740 -28.944
H -19.326 0.508 -24.726
H -16.880 -0.087 -33.175
H -11.689 6.090 -24.646
H -12.876 1.410 -25.843
H -18.606 1.572 -31.445
H -16.628 -0.707 -22.858
H -16.605 2.701 -28.507
H -23.969 1.349 -26.641
H -14.146 2.216 -24.750
H -23.570 1.250 -23.761
H -15.438 3.120 -26.436
H -17.349 8.332 -28.290
H -18.009 4.263 -29.882
H -13.196 3.600 -34.917
H -20.378 0.070 -29.438
H -13.930 2.567 -22.360
H -17.120 3.123 -30.943
H -17.230 -1.282 -31.179
H -16.752 -0.690 -20.385
H -9.995 3.119 -25.155
H -13.053 -3.091 -21.540
H -12.440 1.639 -20.678
H -9.899 6.151 -28.845
H -21.704 -0.642 -27.074
H -12.490 0.206 -32.885
H -16.518 1.521 -24.127
H -12.951 1.204 -23.046
H -11.101 4.189 -29.385
H -19.005 -0.105 -34.741
H -11.509 4.623 -20.326
H -20.294 1.737 -35.820
H -11.536 4.873 -22.825
H -22.391 1.301 -25.698
H -15.066 2.302 -36.927
H -10.217 1.089 -23.490
H -12.697 8.082 -26.066
H -9.052 1.112 -20.251
H -15.217 1.472 -27.083
H -11.236 -0.694 -20.728
H -18.344 1.509 -21.795
H -19.532 5.283 -24.662
H -15.437 6.507 -28.930
H -14.523 9.325 -32.044
H -11.692 1.078 -34.214
H -13.738 1.973 -34.979
H -13.014 4.187 -21.054
H -7.946 3.127 -20.695
H -18.367 -0.498 -22.983
H -12.530 -4.069 -19.124
H -10.832 0.785 -32.629
H -7.727 5.053 -22.293
H -19.128 1.967 -23.885
H -21.244 1.598 -27.986
H -7.840 4.294 -26.722
H -16.948 0.251 -25.130
H -13.807 5.573 -23.251
H -13.519 3.901 -27.903
H -24.542 -0.871 -25.636
H -14.466 1.896 -32.594
H -10.679 7.552 -30.867
H -11.445 -3.313 -21.290
H -14.312 3.885 -29.816
H -11.665 3.208 -32.833
H -13.460 -0.549 -19.653
H -11.126 6.400 -22.010
H -14.656 1.049 -22.696
H -16.121 4.313 -28.265
H -9.827 -0.248 -28.315
H -16.594 4.803 -30.716
H -21.265 3.819 -27.272
H -17.696 6.954 -24.979
H -14.135 1.547 -20.244
H -18.104 2.638 -33.615
H -22.997 -1.046 -24.849
H -12.890 5.496 -26.559
H -23.298 -0.687 -27.841
H -14.089 7.892 -24.935
H -16.154 2.939 -34.557
H -24.596 -0.133 -23.189
H -11.957 -1.013 -22.336
H -21.998 -0.337 -30.112
H -14.493 3.948 -37.026
H -14.483 6.247 -27.029
H -19.134 1.090 -36.936
H -16.646 8.990 -31.177
H -12.905 3.124 -25.798
H -13.568 7.092 -22.489
H -22.915 1.591 -28.681
H -15.552 -0.703 -31.286
H -14.799 2.144 -30.020
H -19.029 0.086 -32.149
H -11.036 1.670 -29.318
H -17.885 2.977 -25.886
H -14.103 3.609 -32.449
H -12.332 2.368 -31.471
H -18.814 7.077 -29.192
H -19.735 2.107 -33.544
H -16.235 3.665 -37.031
H -14.279 -0.798 -21.212
H -15.356 4.510 -34.708
H -12.192 8.673 -31.954
H -18.715 2.479 -36.184
H -11.703 7.778 -23.930
H -25.250 0.968 -24.246
H -12.022 -2.434 -18.674
H -18.506 -0.365 -20.229
H -13.149 2.274 -28.338
H -7.677 1.777 -26.674
H -21.240 1.164 -30.492
H -14.215 5.441 -25.550
H -16.710 0.099 -30.155
H -20.463 5.393 -28.815
H -12.865 5.677 -20.153
H -19.592 2.823 -26.121
H -13.715 -2.769 -19.211
H -17.355 0.692 -19.518
H -16.575 1.539 -21.606
*
```

Computed properties:
Gap between HOMO and LUMO ... 8.3 eV
Structure (SMILES) ... Oc1ccc(O)cc1.Oc1ccc(O)cc1.Oc1ccc(O)cc1.Oc1ccc(O)cc1.CCCCCC.CCCCCC.CCCCCC.CCCCCC.CCCCCC.CCCCCC.CCCCCC
F_max ... 4.0 eV/A
Lowest unoccupied orbital energy ... 0.230 eV
Energy ... -86798.4458 eV
E_HOMO ... -8.1 eV